The following is a DFT calculation (ωB97M-V with the def2-TZVPD basis set) of 6 unconnected molecules or ions with the total composition C16H33Br10FINO2S2 in a non-equilibrium geometry.

XYZ file:
```
66
C16H33Br10FINO2S2 (ωB97M-V with the def2-TZVPD basis set)
C 2.39 -2.94 0.11
C 0.76 -2.76 -0.06
S 0.23 -2.30 -1.82
C -1.66 -2.31 -1.77
N -2.08 -2.27 -0.32
C -3.21 -3.21 0.01
I -2.43 -5.29 0.14
C -4.53 -3.07 -0.96
C -5.85 -3.74 -0.17
S -2.35 -0.65 0.28
O -2.13 0.48 -0.76
O -1.43 -0.29 1.51
F -3.98 -0.45 0.87
H 2.92 -2.54 -0.86
H 2.59 -4.10 0.29
H 2.71 -2.35 1.09
H 0.25 -3.74 0.34
H 0.47 -1.82 0.60
H -2.01 -3.36 -2.21
H -2.16 -1.50 -2.45
H -3.56 -2.96 1.12
H -4.71 -1.91 -1.16
H -4.31 -3.61 -1.98
H -5.66 -3.81 1.00
H -6.01 -4.85 -0.57
H -6.83 -3.10 -0.30
Br -0.54 3.19 -4.07
C -0.48 3.30 -2.12
C -0.56 4.74 -1.66
Br 1.14 5.66 -1.90
H 0.44 2.79 -1.81
H -1.34 2.73 -1.78
H -0.75 4.78 -0.58
H -1.32 5.32 -2.18
Br 1.26 -7.01 1.15
C 1.32 -6.90 3.10
C 1.24 -5.46 3.57
Br 2.94 -4.54 3.32
H 2.24 -7.41 3.42
H 0.46 -7.47 3.45
H 1.05 -5.42 4.64
H 0.48 -4.88 3.04
Br 1.89 2.24 0.33
C 1.31 1.79 2.14
C 2.48 1.59 3.06
Br 3.32 -0.15 2.77
H 0.66 0.92 2.06
H 0.71 2.65 2.46
H 2.16 1.57 4.10
H 3.27 2.35 2.94
Br 4.33 3.12 6.52
C 5.71 3.14 5.14
C 5.75 4.47 4.42
Br 4.29 4.63 3.14
H 5.52 2.30 4.47
H 6.65 2.97 5.67
H 6.66 4.57 3.82
H 5.68 5.33 5.10
Br -1.61 6.33 -9.36
C -2.45 5.69 -7.72
C -1.51 4.82 -6.93
Br -1.37 3.04 -7.71
H -3.37 5.18 -8.02
H -2.71 6.60 -7.16
H -1.89 4.66 -5.92
H -0.49 5.22 -6.87
```

Summary:
HOMO-LUMO gap	0.2829	Ha
energy	-27768.5649	Eh